[1]
An isolated ion of composition CH5N2S and charge +1 at a distorted geometry, computed with ωB97M-V/def2-TZVPD.

## Properties
* energy above the lowest of the compared OMol25 structures with the same formula, charge and spin: 141.5 kJ/mol
* frontier orbital gap: 9.8865 eV
* spin multiplicity: 1
* total charge: +1
* LUMO level: -0.1580 Eh
* DFT total energy: -14924.9990 eV

Positions of all 9 atoms, in Å:
H (0.1740, 2.0350, 0.7182)
N (0.2397, -0.9489, -0.4156)
H (-1.3419, 0.4516, -0.1662)
S (-0.5397, -2.3713, -1.2470)
N (0.5434, 1.0444, 0.5732)
H (1.4600, 0.8975, 0.7672)
H (-1.7697, -2.2203, -0.9539)
H (1.4514, -1.1714, -0.3602)
C (-0.2347, 0.1436, 0.0402)

---

[2]
A 2-piece molecular cluster, CH5N2S overall at a distorted geometry, computed with ωB97M-V/def2-TZVPD.

## Properties
* energy above the lowest of the compared OMol25 structures with the same formula, charge and spin: 535.6 kJ/mol
* frontier orbital gap (alpha / beta): 9.1616 / 9.1777 eV
* spin multiplicity: 1
* total charge: +1
* LUMO level (alpha / beta): -0.2226 / -0.2210 Eh
* DFT total energy: -14920.9145 eV

Positions of all 9 atoms, in Å:
H (-0.6950, 1.1190, 0.4938)
N (0.1295, 0.4766, 0.8525)
H (1.3724, -0.9042, -0.4274)
H (-1.2978, 0.5953, -1.7892)
C (0.5140, -0.2647, -0.0729)
H (-0.9085, -0.9896, -2.0957)
N (-0.5534, -0.1032, -2.0497)
S (0.6097, 0.6617, 2.4588)
H (0.8291, -0.5909, 2.6298)